(1)
Molecular formula: C30H24BF6MnN5O8S2
Method: DFT, ωB97M-V with the def2-TZVPD basis set

Last column: Mulliken spin population.
Cartesian coordinates (Å):
Mn: 0.2565 0.9858 1.0990  4.27
S: 1.1830 3.4144 5.4486  0.00
S: -0.8771 2.0678 4.1894  0.00
F: -0.3974 0.4330 6.2934  0.00
F: 2.6897 2.8282 3.3180  0.00
F: -2.4484 1.1298 6.0530  0.00
F: 1.2767 4.4327 2.8616  0.00
F: -1.6363 -0.3172 4.7041  0.00
F: 2.9644 4.7816 4.1529  0.00
O: -0.6919 -1.3338 -0.7257  -0.01
O: 1.0108 -0.1751 -1.7753  0.02
O: 0.0531 1.4410 3.2582  0.04
O: -2.2078 2.3098 3.7545  0.00
O: 1.3960 4.6102 6.2727  0.00
O: 4.3979 1.0797 1.0335  0.01
O: 1.7324 2.1610 5.8674  0.00
O: -1.6536 3.9212 -1.1758  0.01
N: -0.3474 3.2839 4.9720  0.00
N: -2.0631 1.0784 0.8756  -0.01
N: 1.3560 -0.4858 2.1151  -0.04
N: -0.0638 2.5337 -0.2140  -0.05
N: 2.1900 1.4809 0.5241  0.01
C: 2.2827 4.8538 -1.9765  0.00
C: 3.2138 0.8743 1.1332  -0.01
C: -1.7975 -5.6026 -3.4575  0.00
C: -0.5554 -5.2237 -5.5976  0.00
C: -1.3060 2.9394 -0.5397  0.01
C: -1.1062 -2.9527 -2.5083  0.00
C: 1.0883 3.2015 -0.6984  0.00
C: 1.0271 -1.5028 2.9311  0.00
C: 0.9346 -1.5671 -3.8364  0.01
C: -2.7275 -4.0285 -5.0887  0.00
C: -3.0471 0.4098 1.4632  0.02
C: -4.4497 0.6376 1.2214  -0.01
C: 0.5397 -1.1986 -2.5804  -0.01
C: -0.4845 -1.8800 -1.9525  -0.01
C: -0.7175 -3.3736 -3.8188  0.00
C: 0.2848 -2.6748 -4.4503  0.00
C: 1.0714 4.2972 -1.5693  -0.01
C: 1.8864 -2.2922 3.6744  0.00
C: 2.3477 2.5765 -0.3366  0.02
C: 2.0299 3.8820 3.8047  0.00
C: -1.3428 0.7558 5.4096  0.00
C: -4.8221 1.5768 0.2878  0.00
C: 2.7219 -0.3041 2.0060  0.03
C: 3.5452 3.1197 -0.8985  0.00
C: 3.6589 -1.0057 2.7098  0.00
C: -1.4575 -4.5585 -4.4978  0.00
C: -3.7430 2.2386 -0.3247  0.00
C: 3.2078 -2.0084 3.5743  0.00
C: 3.4877 4.2797 -1.6847  0.00
C: -2.3809 2.0119 -0.0254  0.01
B: 0.2467 -0.2699 -0.6206  -0.34
H: 0.4651 -5.3029 -5.2035  0.00
H: 2.2957 5.7172 -2.6172  0.00
H: -3.3249 -4.7044 -5.7063  0.00
H: -2.4966 -3.2004 -5.7422  0.00
H: -1.8430 -3.4130 -1.9067  0.00
H: -0.9078 -5.8757 -2.8858  0.00
H: 4.7246 -0.7822 2.6948  0.00
H: 3.9370 -2.4917 4.2296  0.00
H: 4.4521 4.6649 -2.1225  0.00
H: 4.4197 2.4817 -0.7104  0.00
H: -3.9790 2.9751 -1.0228  0.00
H: -2.5002 -5.2454 -2.7074  0.00
H: -2.7621 -0.3268 2.2377  0.00
H: 1.8105 -1.1368 -4.3733  0.00
H: -3.3998 -3.6630 -4.3117  0.00
H: -5.8648 1.8157 0.0148  0.00
H: 0.5822 -3.0087 -5.4820  0.00
H: 1.4322 -3.0828 4.3546  0.00
H: -5.2117 0.1579 1.8139  0.00
H: 0.1143 4.5927 -1.9740  0.00
H: -0.0045 -1.6522 3.0563  0.00
H: -0.9272 -6.1593 -5.8596  0.00
H: -0.5330 -4.7223 -6.5490  0.00
H: -2.2351 -6.5097 -3.8826  0.00

As for the charge: -1. The spin multiplicity is 5. The energy above the lowest of the compared OMol25 structures with the same formula, charge and spin comes out at 0.0 kJ/mol. Its gap between HOMO and LUMO (spin up / spin down) is 6.618 / 6.665 eV.

=====

(2)
Molecular formula: C15H26FNO7
Method: DFT, ωB97M-V with the def2-TZVPD basis set

Last column: Mulliken charge in e.
Cartesian coordinates (Å):
F: -6.2022 -0.2832 2.2898  -0.11
O: -5.6004 -0.4162 1.1073  -0.10
O: -2.1967 -2.8822 -0.9792  -0.29
O: 3.2945 1.2318 -1.0549  -0.62
O: 1.1062 -1.3214 1.2586  -0.40
O: 5.0575 1.7477 0.3074  -0.35
O: -5.0129 1.4823 -0.3247  -0.50
O: -1.5250 -0.7253 -1.3357  -0.60
N: -3.8276 1.2542 1.9113  -0.35
C: -1.2497 1.8923 2.0429  -0.13
C: 0.0278 2.3584 1.1299  -0.84
C: -2.6858 1.9753 1.1894  -0.53
C: 6.4775 1.6524 0.2049  -0.43
C: -0.3286 -1.6252 1.3854  -0.12
C: -3.0111 -3.8182 -1.6837  -0.51
C: 4.4906 1.2177 -0.8160  0.50
C: -3.9425 -2.9828 -2.5224  -0.47
C: 5.5509 0.6656 -1.7199  -0.44
C: 6.7314 0.5496 -0.7891  -0.50
C: -3.1027 -1.7721 -2.8422  -0.39
C: 1.4033 0.0494 1.7933  -0.51
C: -2.1977 -1.6931 -1.6502  0.46
C: 1.0191 1.1492 0.6408  0.37
C: -4.8417 0.8189 0.8360  0.61
H: 6.7040 -0.4218 -0.2806  0.27
H: 2.0460 1.6705 0.3263  0.10
H: -2.4979 -1.9222 -3.7408  0.28
H: 2.5710 0.0681 2.0409  0.17
H: -4.3105 -3.5066 -3.4087  0.32
H: 5.2593 -0.3077 -2.1212  0.30
H: -0.6170 -2.7454 1.2092  0.22
H: 6.9034 1.4234 1.1861  0.32
H: -0.4294 2.8417 0.1396  0.31
H: 5.7383 1.3782 -2.5280  0.27
H: -1.3010 2.6253 2.9835  0.29
H: -3.5551 -4.4440 -0.9702  0.32
H: 0.6429 0.6142 -0.3579  0.07
H: -2.9609 3.1223 1.1688  0.23
H: 6.8686 2.6170 -0.1354  0.27
H: -0.7047 -1.3291 2.4704  0.23
H: -1.2003 0.7989 2.4559  0.04
H: -3.4595 0.3759 2.3806  0.31
H: 0.8594 0.1879 2.8199  0.35
H: -0.9440 -0.9694 0.6004  -0.08
H: -2.4409 1.5215 0.1347  0.26
H: -4.8101 -2.6801 -1.9236  0.24
H: 7.6971 0.6389 -1.2939  0.32
H: 0.5841 3.2459 1.6912  0.29
H: -3.7149 -0.8718 -2.9329  0.28
H: -2.3625 -4.4564 -2.2930  0.28

The SMILES is COCCCCCNC(=O)OF.O=C1CCCO1.O=C1CCCO1. Its gap between HOMO and LUMO is 9.201 eV.

=====

(3)
Molecular formula: C2H4O2S2
Method: DFT, ωB97M-V with the def2-TZVPD basis set

Last column: Mulliken charge in e.
Cartesian coordinates (Å):
S: -0.8593 -0.9295 -0.4291  0.05
S: 2.0849 -1.0453 -0.0012  0.71
O: 1.7525 -0.8841 1.4061  -0.44
O: 2.6790 0.0863 -0.6091  -0.34
C: -1.1554 0.5337 0.7668  -0.70
C: -0.6036 -0.5364 -1.9954  -0.33
H: -1.1605 1.4724 0.2878  0.33
H: -0.0784 0.5190 1.3051  0.21
H: -1.9121 0.2595 1.4334  0.29
H: -0.7470 0.5245 -2.1644  0.21

The energy above the lowest of the compared OMol25 structures with the same formula, charge and spin comes out at 367.3 kJ/mol. Its gap between HOMO and LUMO is 8.167 eV.

=====

(4)
Molecular formula: CH10N2O4
Method: DFT, ωB97M-V with the def2-TZVPD basis set

Last column: Mulliken spin population.
Cartesian coordinates (Å):
O: -1.4357 0.3005 1.5424  -0.08
O: 1.2592 -2.1585 -0.3591  0.09
O: -2.6444 -0.1448 -0.5086  0.96
O: 2.1485 -0.0234 -1.3432  0.94
N: -0.3621 0.9759 -0.5049  -0.02
N: 0.5574 1.4347 1.5762  -0.77
C: -0.2255 0.4520 0.8325  0.01
H: 1.4393 -2.9673 -0.8701  0.00
H: 0.4847 2.3380 1.1179  0.00
H: 1.7286 -1.3437 -0.7912  -0.02
H: -2.0509 -0.1278 0.8507  -0.01
H: 2.5127 0.0200 -2.2492  -0.02
H: 0.4482 0.6562 -1.0466  -0.01
H: -1.2435 0.5395 -0.8272  0.01
H: -3.2840 -0.8160 -0.7999  -0.02
H: 0.5096 1.4341 2.5845  0.01
H: 0.1578 -0.5694 0.7956  -0.07

As for the charge: +1. The spin multiplicity is 2. The energy above the lowest of the compared OMol25 structures with the same formula, charge and spin comes out at 648.8 kJ/mol. Its gap between HOMO and LUMO (spin up / spin down) is 6.002 / 6.928 eV.

=====

(5)
Molecular formula: C3H7N2S
Method: DFT, ωB97M-V with the def2-TZVPD basis set

Last column: Mulliken charge in e.
Cartesian coordinates (Å):
S: 0.5894 0.7061 0.1832  0.07
N: -2.4140 0.7301 -0.5382  -0.21
N: 0.8195 -0.3236 -1.1729  -0.39
C: -1.7966 0.2742 0.4994  -0.44
C: 1.8478 -0.9014 -0.7125  0.05
C: 2.0401 -0.3626 0.6120  -0.34
H: 1.9246 -1.1058 1.4356  0.30
H: -1.8126 1.0072 1.4226  0.33
H: 2.9757 0.3079 0.7020  0.30
H: 2.5819 -1.6518 -1.1307  0.33
H: -2.5088 1.7187 -0.4720  0.27
H: -2.6331 0.3513 -1.5052  0.30
H: -1.6140 -0.7503 0.6768  0.42

As for the charge: +1. The energy above the lowest of the compared OMol25 structures with the same formula, charge and spin comes out at 319.0 kJ/mol. Its gap between HOMO and LUMO is 9.172 eV.

=====

(6)
Molecular formula: C6H7N3O
Method: DFT, ωB97M-V with the def2-TZVPD basis set

Last column: Mulliken spin population.
Cartesian coordinates (Å):
O: -1.6198 1.8881 -0.4959  0.04
N: -2.8484 -0.5986 0.0892  0.01
N: -1.1046 0.8668 0.3250  0.20
N: 1.7851 1.2854 0.1573  0.06
C: 2.8005 0.3713 -0.0862  0.02
C: -0.4749 -1.3622 -0.0598  0.44
C: 0.8416 -0.6948 -0.0911  -0.02
C: -1.4510 -0.4324 0.0772  0.78
C: 0.5811 0.6583 0.0561  0.44
C: 2.2662 -0.8576 -0.1071  0.02
H: -0.5246 -2.3934 0.0554  0.04
H: 1.8983 2.2703 0.0042  -0.01
H: -3.2141 0.1324 0.6712  -0.03
H: -2.9318 -1.5474 0.4684  0.02
H: 2.6112 -1.8693 -0.2842  0.00
H: -2.4100 1.5254 -0.7970  -0.01
H: 3.7951 0.7577 0.0174  0.00

The spin multiplicity is 3. The energy above the lowest of the compared OMol25 structures with the same formula, charge and spin comes out at 220.8 kJ/mol. Its gap between HOMO and LUMO (spin up / spin down) is 5.175 / 7.171 eV.